[1]
16
Properties=species:S:1:pos:R:3:nbo_charge:R:1 method="wB97M-V/def2-TZVPD" e_tot_ha=-614.54683 smiles=O[Si]1(O)CCCN1 max_force_ha_per_bohr=0.091 homo_lumo_gap_ev=9.81 relative_energy_kcal_mol=0.0
C -1.45780 0.48680 0.08897 -0.393
C -1.27317 -0.98793 0.01379 -0.214
C -0.20047 1.19168 -0.42148 -0.929
N 0.06727 -1.32572 0.51951 -1.067
O 2.12855 -0.59417 -1.04447 -1.112
O 2.15758 0.65121 1.14447 -1.105
Si 1.11724 -0.01988 0.09864 2.183
H -2.41431 0.83902 -0.50383 0.214
H -1.63299 0.70940 1.26472 0.197
H -2.00382 -1.53700 0.41456 0.188
H -1.28411 -1.28800 -1.07085 0.150
H -0.10671 1.28697 -1.45548 0.232
H -0.06080 2.17567 0.01589 0.240
H 0.22644 -2.28568 0.34236 0.396
H 2.83333 -0.08101 -1.50398 0.511
H 1.90378 0.77863 2.09717 0.508

***

[2]
9
Properties=species:S:1:pos:R:3:nbo_charge:R:1 method="wB97M-V/def2-TZVPD" e_tot_ha=-950.16985 smiles=CC1(O)SS1 max_force_ha_per_bohr=0.068 homo_lumo_gap_ev=8.29 relative_energy_kcal_mol=24.4
C 0.50466 0.07968 0.25122 0.055
C -0.71125 0.17874 -0.65274 -0.650
O 0.27849 -0.37554 1.53075 -0.715
S 1.83184 1.29274 0.03166 0.102
S 1.92358 -0.66086 -0.64383 0.041
H -0.62734 -0.09420 -1.69421 0.247
H -1.41235 1.09079 -0.49727 0.227
H -1.27074 -0.58475 -0.07101 0.197
H -0.51690 -0.92660 1.74543 0.497

***

[3]
31
Properties=species:S:1:pos:R:3:nbo_charge:R:1 method="wB97M-V/def2-TZVPD" charge=+1 e_tot_ha=-585.91181 max_force_ha_per_bohr=0.142 homo_lumo_gap_ev=11.15 relative_energy_kcal_mol=15.9
Li -0.13713 0.27942 -0.10784 0.893
C 1.52987 0.07742 2.29316 -0.280
O 1.28687 0.99242 1.26816 -0.749
H 0.77387 0.28542 3.09616 0.184
H 2.63487 0.08642 2.62616 0.201
H 1.31287 -1.02658 1.98316 0.177
H 1.97587 1.55142 1.42016 0.489
C -2.59813 -0.62558 1.78816 -0.240
O -2.16713 0.53442 1.40116 -0.719
H -2.00913 -1.24158 2.45916 0.159
H -2.77713 -1.18258 0.93116 0.170
H -3.63713 -0.67858 2.29816 0.160
H -2.31013 1.05942 2.19616 0.486
C 2.56787 0.15142 -1.88884 -0.245
O 1.22087 0.08142 -1.63984 -0.759
H 2.82587 -0.18158 -2.85084 0.193
H 3.29387 -0.32658 -1.14984 0.176
H 2.76887 1.10442 -1.64884 0.178
H 0.71587 -0.11258 -2.35484 0.481
C 0.22187 -2.87658 -0.04784 -0.270
O -0.69213 -1.83258 -0.18584 -0.794
H 1.17787 -2.59358 -0.58484 0.197
H -0.30613 -3.75258 -0.42784 0.196
H 0.19187 -3.17658 1.03116 0.202
H -1.36213 -1.82958 -0.83284 0.493
C -0.94713 2.52242 -2.18084 -0.248
O -1.00813 2.02342 -0.91584 -0.786
H -1.34113 3.66542 -2.11684 0.171
H -1.42313 2.15042 -3.01084 0.175
H 0.06487 2.56542 -2.57584 0.184
H -1.84813 2.30642 -0.27184 0.524

***

[4]
42
Properties=species:S:1:pos:R:3:nbo_charge:R:1 method="wB97M-V/def2-TZVPD" charge=+1 e_tot_ha=-790.98776 smiles=CC(C)[NH2+]C[C@@H](O)COc1ccc2c(c1)CCC2 max_force_ha_per_bohr=0.016 homo_lumo_gap_ev=8.99 relative_energy_kcal_mol=2.2
C 3.42222 2.18460 -0.89119 -0.625
C 2.92341 1.52957 -2.17032 -0.040
C 2.17466 2.51495 -3.05329 -0.631
H 1.85301 2.06047 -3.98606 0.220
H 1.30385 2.91106 -2.53555 0.221
H 2.82412 3.34847 -3.30286 0.249
N 2.01022 0.40903 -1.80172 -0.555
H 2.35329 -0.08217 -0.96538 0.452
C 1.77213 -0.63125 -2.82349 -0.237
H 1.43025 -0.17483 -3.75173 0.229
H 2.69846 -1.17956 -3.00691 0.236
C 0.69890 -1.57839 -2.26681 0.058
O 1.16276 -1.95698 -0.98846 -0.734
H 0.61535 -2.65880 -0.62172 0.501
H 0.60401 -2.44591 -2.93304 0.204
C -0.67313 -0.86730 -2.19494 -0.093
O -0.61566 0.28119 -1.37085 -0.542
C -0.90861 0.17359 -0.00492 0.290
C -1.80540 -0.74041 0.53320 -0.312
C -2.03012 -0.71664 1.89559 0.108
C -1.38626 0.20408 2.71910 -0.049
C -0.51291 1.12433 2.17720 -0.157
C -0.27093 1.09950 0.81243 -0.287
H 0.39247 1.82923 0.37162 0.201
H -0.01817 1.85383 2.79929 0.223
C -1.81968 0.02933 4.14124 -0.427
H -2.54126 0.80902 4.39843 0.221
H -0.99134 0.09792 4.84524 0.225
C -2.48449 -1.35701 4.14227 -0.385
H -1.74535 -2.11485 4.40543 0.207
H -3.30274 -1.42158 4.85546 0.223
C -2.95502 -1.58022 2.69571 -0.450
H -3.98179 -1.22971 2.56143 0.223
H -2.92068 -2.62860 2.40036 0.221
H -2.34285 -1.44844 -0.07942 0.215
H -0.95587 -0.51984 -3.19218 0.210
H -1.43375 -1.57088 -1.85243 0.202
H 1.04919 0.76102 -1.54830 0.478
H 3.76873 1.09927 -2.71698 0.218
H 3.93631 1.46854 -0.25399 0.223
H 4.12506 2.97605 -1.13328 0.248
H 2.60108 2.62825 -0.33360 0.219

***

[5]
16
Properties=species:S:1:pos:R:3:nbo_charge:R:1 method="wB97M-V/def2-TZVPD" charge=+1 e_tot_ha=-437.37079 max_force_ha_per_bohr=0.114 homo_lumo_gap_ev=11.00 relative_energy_kcal_mol=49.2
C -1.38370 1.37363 0.49097 0.554
C -0.20873 -0.05548 -0.93735 0.160
C 2.69837 -0.23023 -0.33430 0.724
C -1.87271 -1.07328 0.49300 -0.404
N -1.15864 0.06166 -0.06343 -0.415
O -0.77250 2.33977 0.18158 -0.469
O 1.44379 -0.01648 -0.10158 -0.603
O 3.56023 0.12212 0.50192 -0.556
H -2.34754 1.38480 1.04854 0.151
H -0.09239 -0.85071 -1.65589 0.235
H -0.20283 0.90472 -1.49164 0.244
H 2.99271 -0.60202 -1.25402 0.176
H -1.89715 -1.78925 -0.26983 0.228
H -1.19681 -1.49797 1.18050 0.215
H -2.70214 -0.69192 1.00260 0.232
H 3.14005 0.62063 1.20894 0.529

***

[6]
11
Properties=species:S:1:pos:R:3:nbo_charge:R:1 method="wB97M-V/def2-TZVPD" e_tot_ha=-173.02703 max_force_ha_per_bohr=0.059 homo_lumo_gap_ev="5.93 / 10.04" relative_energy_kcal_mol=134.9
C -0.56296 0.82483 0.24604 -0.256
C 0.57948 0.49709 -0.65316 -0.234
C -0.27837 -1.77617 -0.12230 -0.213
N -0.41045 -0.52760 -0.46428 -0.357
H -1.36545 1.46061 -0.09950 0.220
H -0.33555 0.83980 1.32189 0.224
H -1.11097 -2.28481 0.34446 0.182
H 0.64479 -2.30394 -0.33128 0.174
H 1.54976 0.36056 -0.17516 0.201
H 0.60107 0.94590 -1.63981 0.207
H 0.68865 1.96373 1.57310 -0.148

***

[7]
14
Properties=species:S:1:pos:R:3:nbo_charge:R:1 method="wB97M-V/def2-TZVPD" e_tot_ha=-572.57546 smiles=CNCCS max_force_ha_per_bohr=0.099 homo_lumo_gap_ev=9.86 relative_energy_kcal_mol=40.6
C 2.60495 -0.38391 0.13385 -0.400
C 0.57936 0.69534 0.17395 -0.233
C -0.88836 0.96770 -0.24152 -0.518
H 3.15920 0.65497 0.28477 0.182
H 3.24798 -1.02834 -0.51859 0.210
H 2.55782 -0.67431 1.23746 0.156
H 0.93625 -1.24036 -0.40546 0.369
H 0.46491 0.51527 1.29393 0.132
H 1.07202 1.68014 0.22976 0.199
H -1.42207 1.74198 0.54651 0.227
H -0.78484 1.44311 -1.29508 0.236
H -1.64488 -0.24518 1.28553 0.118
N 1.38265 -0.27298 -0.46810 -0.630
S -1.94004 -0.53820 0.01376 -0.047

***

[8]
47
Properties=species:S:1:pos:R:3:nbo_charge:R:1 method="wB97M-V/def2-TZVPD" charge=+2 e_tot_ha=-2105.00366 max_force_ha_per_bohr=0.080 homo_lumo_gap_ev="6.05 / 6.06"
C -3.16466 1.80720 -6.47416 -0.777
C -1.81084 1.67853 -5.89287 0.781
H -3.19694 2.09169 -7.54282 0.302
H -3.70176 2.55733 -5.87185 0.296
H -3.66296 0.83558 -6.33121 0.295
O -0.67711 1.81688 -6.17142 -0.358
I -2.56230 0.93955 -3.44617 -0.148
Bi -0.69018 0.29914 -1.54796 1.165
P -0.36524 2.62004 -0.06050 1.000
C 1.17404 3.46182 0.42883 -0.954
C -1.19651 3.86838 -1.10096 -0.965
H -2.28555 2.17188 1.34929 0.280
H -1.45857 3.69668 1.81647 0.265
H -0.75999 2.11246 2.27637 0.258
C -1.31231 2.65441 1.49739 -0.958
H -2.20556 3.52823 -1.37264 0.266
H -1.25908 4.81618 -0.54181 0.264
H 0.94837 4.49611 0.72278 0.274
H 1.88205 3.48200 -0.40544 0.257
H -0.61335 4.02796 -2.02045 0.252
H 1.63344 2.94895 1.28042 0.258
C 2.08412 0.58873 -0.55564 0.509
O 3.09846 0.69091 -0.02550 -0.495
Cl -2.98310 0.36953 -0.42511 -0.514
C 1.81379 -2.66265 3.21144 -0.421
N 2.51283 -2.07407 2.02893 -0.348
C 3.99053 -2.27729 2.13901 -0.411
C 1.94810 -2.54161 0.67295 -0.227
C 0.44986 -2.44745 0.73879 -0.178
C -0.30832 -3.63638 0.79771 -0.206
C -1.62287 -3.57896 1.26874 -0.223
C -2.13797 -2.36705 1.70888 -0.189
C -1.37446 -1.18773 1.57126 -0.289
C -0.22541 -1.23162 0.82229 -0.294
H 1.78038 -3.74789 3.10294 0.238
H 0.80963 -2.24587 3.29288 0.251
H 2.39938 -2.38974 4.09252 0.232
H 2.31907 -1.05819 2.04604 0.433
H 4.19243 -3.34361 2.01888 0.236
H 4.48617 -1.69566 1.35955 0.234
H 4.29391 -1.93730 3.12948 0.237
H 2.39563 -1.90108 -0.09977 0.217
H 2.29983 -3.57348 0.52427 0.234
H 0.16288 -4.58471 0.52004 0.225
H -2.21036 -4.49792 1.32276 0.240
H -3.13785 -2.32176 2.14443 0.236
H -1.75170 -0.25817 2.00096 0.219